The following is a DFT calculation (the ωB97M-V functional and the def2-TZVPD basis) of the ion C4H13N4 with charge +1 in a non-equilibrium geometry.

Relative energy (zero: lowest compared OMol25 entry of this formula, charge and spin) (kJ/mol): 0.00
Multiplicity: 3
Frontier orbital gap (spin up / spin down) (eV): 6.469 / 6.520
Charge: +1
HOMO (spin up / spin down) (eV): -9.2960 / -14.3584

Atoms and positions in Å:
C (0.75164, -0.85060, -0.89258)
C (1.52484, -2.11491, -1.00980)
C (-0.48117, 0.99847, 2.18980)
C (-0.64275, 0.67567, 0.54871)
N (0.53840, -0.11721, -1.95960)
N (-1.99352, 0.35131, 0.31203)
N (-0.25976, 1.77235, -0.30058)
N (0.29042, -0.47256, 0.28289)
H (2.58943, -1.88294, -1.05506)
H (1.35717, -2.77793, -0.16592)
H (1.26565, -2.63785, -1.92820)
H (-1.13065, 1.83293, 2.41496)
H (0.55332, 1.24569, 2.39572)
H (-0.79022, 0.12709, 2.75250)
H (0.91316, -0.38201, -2.85646)
H (0.12084, 0.81127, -1.79305)
H (-2.38661, -0.32453, 0.94882)
H (-2.21594, 0.12636, -0.64719)
H (0.55257, 2.26247, 0.05641)
H (-1.03031, 2.42732, -0.37087)
H (0.47350, -1.07039, 1.07748)